No. 1
Below is a molecular structure, C14H21As2F3I2O2Rh, with properties calculated with ωB97M-V/def2-TZVPD.

```
! wB97M-V def2-TZVPD RIJCOSX def2/J DEFGRID3
* xyz 1 1
Rh 0.2735 1.3384 -0.2991
C -0.1448 0.7155 3.4193
As 0.8919 0.3846 1.8231
C 2.6936 0.7344 2.4337
C 0.7913 -1.5229 1.6070
C 1.4273 -2.4027 2.4787
C 1.2802 -3.7685 2.3029
C 0.4973 -4.2525 1.2617
C -0.1327 -3.3738 0.3947
C 0.0084 -1.9973 0.5622
As -0.8625 -0.7487 -0.6796
C -0.4545 -1.6734 -2.3312
C -2.7181 -1.1096 -0.3039
H 0.1823 -0.0006 4.1721
H -1.2031 0.5787 3.2125
H 0.0290 1.7305 3.7670
H 2.8320 0.3163 3.4294
H 2.8509 1.8100 2.4787
H 3.4098 0.2979 1.7405
H 2.0399 -2.0306 3.2914
H 1.7757 -4.4568 2.9742
H 0.3802 -5.3193 1.1252
H -0.7289 -3.7722 -0.4178
H -1.1793 -2.4786 -2.4456
H 0.5495 -2.0887 -2.2776
H -0.5494 -0.9934 -3.1693
H -2.8105 -2.1878 -0.1768
H -3.3088 -0.7645 -1.1457
H -3.0261 -0.6038 0.6047
I 2.6164 0.4889 -1.6515
C 2.5347 2.5939 -2.0454
I 1.9889 3.4767 -0.1839
H 1.6460 2.6395 -2.6641
H 3.4640 2.9726 -2.4483
C -1.7398 2.5307 -3.9552
C -1.3457 1.7183 -2.7518
O -0.3187 2.1602 -2.1034
O -2.0010 0.7361 -2.4034
H -0.8727 2.9862 -4.4274
H -2.3962 3.3321 -3.6117
H -2.2889 1.9152 -4.6620
F -0.7910 2.9742 1.6880
C -1.2442 2.3134 0.5783
F -1.7781 3.2554 -0.2014
F -2.2680 1.5459 1.0110
*
```

Output
**E_tot**: -167988.572 eV
**Energy above the lowest of the compared OMol25 structures with the same formula, charge and spin**: 2.1 kcal/mol
**HOMO-LUMO gap**: 8.68 eV
**Lowest unoccupied orbital energy**: -3.87 eV

Atomic partial charges in e from the Löwdin method, atoms 1 to 5: 0.2318, -0.2314, 1.0820, -0.2754, -0.4047

---

No. 2
Below is a molecular structure, C14H21AuN6S3Si, with properties calculated with ωB97M-V/def2-TZVPD.

```
! wB97M-V def2-TZVPD RIJCOSX def2/J DEFGRID3
* xyz 2 1
Au -0.4056 -0.3256 -1.8157
C 2.6475 -0.9810 2.7084
Si 0.9817 -1.3863 3.4334
C 0.9088 -3.1588 3.9829
C 0.5271 -0.1884 4.7752
C -0.4098 -1.2564 2.1072
C -1.7366 -1.4164 2.5089
C -2.8081 -1.3651 1.6114
C -2.5468 -1.1537 0.2809
N -1.2717 -1.0181 -0.1201
C -0.2509 -1.0581 0.7432
S 1.2135 -0.7746 -0.1931
H 3.3958 -1.0762 3.4992
H 2.7026 0.0420 2.3307
H 2.9421 -1.6658 1.9092
H 1.6607 -3.3445 4.7526
H 1.1123 -3.8297 3.1457
H -0.0667 -3.4171 4.3995
H 1.2602 -0.2577 5.5821
H -0.4546 -0.3838 5.2102
H 0.5401 0.8399 4.4078
H -1.9499 -1.5887 3.5581
H -3.8282 -1.5015 1.9406
H -3.3229 -1.1184 -0.4704
N 1.5640 -1.6002 -4.2184
C 1.5374 -0.2645 -4.1430
N 0.8168 0.4195 -3.2681
C 0.9804 1.8140 -3.3897
C 1.8082 2.1454 -4.3926
S 2.4286 0.7505 -5.1993
C 0.3117 2.7185 -2.4468
C 0.4166 4.0608 -2.4038
S -0.4913 4.6878 -1.0858
C -0.9660 3.0780 -0.6638
N -0.4846 2.1577 -1.4607
N -1.7535 2.8241 0.4019
H 1.1186 -2.1643 -3.5133
H 2.1641 -2.0650 -4.8795
H 2.1024 3.1328 -4.7070
H 0.9742 4.7175 -3.0509
H -2.1385 3.5674 0.9567
H -2.0380 1.8820 0.6001
N -2.0901 -0.1589 -3.1819
H -2.5436 0.7350 -3.0068
H -2.7833 -0.8957 -3.0866
H -1.7747 -0.1582 -4.1485
*
```

Output
**E_tot**: -67862.875 eV
**Energy above the lowest of the compared OMol25 structures with the same formula, charge and spin**: 0.0 kcal/mol
**HOMO-LUMO gap**: 6.14 eV
**Lowest unoccupied orbital energy**: -7.59 eV

Atomic partial charges in e from the Löwdin method, atoms 1 to 5: 1.0318, -0.1988, 0.5176, -0.1593, -0.1617

---

No. 3
Below is C14H21ClN2O4S in the gas phase, with properties calculated with ωB97M-V/def2-TZVPD.

```
! wB97M-V def2-TZVPD RIJCOSX def2/J DEFGRID3
* xyz 0 1
C -4.7329 -2.8578 0.5430
O -3.7053 -1.9868 0.1545
C -2.6034 -2.0035 1.0374
C -1.5408 -1.0446 0.5188
C -0.9871 -1.5082 -0.8273
N 0.1017 -0.6633 -1.2694
C 1.3759 -1.0805 -1.2625
O 1.7196 -2.2359 -1.0984
C 2.4124 0.0012 -1.6052
N 2.8282 0.8094 -0.4727
C 2.4759 2.2209 -0.4651
C 1.0010 2.4538 -0.2685
C 0.4562 2.3837 1.0094
C -0.9057 2.5171 1.2035
C -1.7352 2.7280 0.1112
Cl -3.4397 2.8864 0.3465
C -1.2115 2.8150 -1.1685
C 0.1550 2.6739 -1.3505
S 2.7840 0.0650 1.0346
C 3.9434 -1.2922 0.8170
O 3.3270 1.0138 1.9625
O 1.4770 -0.4515 1.3327
H -5.5227 -2.7614 -0.1992
H -5.1278 -2.5938 1.5326
H -4.3840 -3.8981 0.5729
H -2.9280 -1.6964 2.0440
H -2.1953 -3.0236 1.1082
H -1.9905 -0.0571 0.4044
H -0.7194 -0.9769 1.2328
H -0.5834 -2.5189 -0.7437
H -1.7809 -1.4956 -1.5791
H -0.0848 0.3296 -1.2834
H 2.0135 0.6511 -2.3858
H 3.2973 -0.5144 -1.9988
H 3.0372 2.6502 0.3664
H 2.8259 2.6619 -1.4027
H 1.1079 2.2158 1.8520
H -1.3251 2.4581 2.1949
H -1.8633 2.9896 -2.0101
H 0.5636 2.7548 -2.3485
H 4.8498 -0.8800 0.3954
H 4.1314 -1.7113 1.7976
H 3.4829 -2.0277 0.1672
*
```

Output
**E_tot**: -49386.391 eV
**Energy above the lowest of the compared OMol25 structures with the same formula, charge and spin**: 4.4 kcal/mol
**Structure (SMILES)**: COCCCNC(=O)CN(Cc1ccc(Cl)cc1)S(C)(=O)=O
**HOMO-LUMO gap**: 9.92 eV
**Lowest unoccupied orbital energy**: 0.61 eV

Atomic partial charges in e from the Löwdin method, atoms 1 to 5: -0.1197, -0.1949, -0.2390, -0.1427, -0.1510

---

No. 4
Below is a molecular structure, C14H21LaO5P at a distorted geometry, with properties calculated with ωB97M-V/def2-TZVPD.

```
! wB97M-V def2-TZVPD RIJCOSX def2/J DEFGRID3
* xyz 3 1
O -2.2919 -2.5173 -2.7045
C -2.2241 -1.3855 -2.4584
La -1.6405 0.6230 -1.5878
O -4.2785 1.4767 -4.0840
C -3.5036 1.2253 -3.3461
C -1.8349 2.8715 -1.4234
O -1.6955 3.9840 -1.1094
C -0.4844 0.9840 -3.4802
O 0.3675 1.0955 -4.2643
C -3.5874 0.5039 -0.4109
O -4.3591 0.3728 0.4526
C 0.9482 -2.6414 -0.8706
C 0.7250 -1.9272 0.4584
C 1.9742 -2.0012 1.3322
P 0.0585 -0.2719 0.2014
C -1.0405 0.0481 1.7243
C -0.3797 -0.4293 3.0057
C -1.4362 1.5195 1.8433
C 1.4551 0.9821 -0.2441
C 2.2921 1.3295 0.9781
C 2.3093 0.4765 -1.4042
H 1.7488 -2.1850 -1.4523
H 0.0262 -2.6564 -1.4737
H 1.2232 -3.6776 -0.6553
H -0.1062 -2.4435 0.9721
H 2.8520 -1.6120 0.8110
H 1.8890 -1.5112 2.3055
H 2.1777 -3.0623 1.5348
H -1.9221 -0.5733 1.5199
H 0.5307 0.1221 3.1932
H -1.0757 -0.2282 3.8162
H -0.1908 -1.5046 2.9967
H -1.9699 1.9373 0.9808
H -2.1121 1.6021 2.7118
H -0.5476 2.1377 2.0415
H 0.9259 1.9014 -0.5808
H 2.8485 0.4800 1.3478
H 3.0058 2.0968 0.6726
H 1.6677 1.7467 1.7739
H 1.7309 0.2114 -2.3077
H 2.9959 1.2831 -1.7043
H 2.9281 -0.3832 -1.1119
*
```

Output
**E_tot**: -35207.725 eV
**HOMO-LUMO gap**: 4.77 eV
**Lowest unoccupied orbital energy**: -14.44 eV

Atomic partial charges in e from the Löwdin method, atoms 1 to 5: 0.2601, -0.0967, 1.3430, 0.2725, -0.0636

---

No. 5
Below is a molecular structure, C14H21LiN2OP, with properties calculated with ωB97M-V/def2-TZVPD.

```
! wB97M-V def2-TZVPD RIJCOSX def2/J DEFGRID3
* xyz 1 1
Li -1.4253 1.0495 0.8340
C -0.2967 0.4248 4.3164
P -1.3580 1.4345 3.2152
C -3.0214 1.0553 3.8824
C -1.0804 3.1015 3.9164
H -0.6110 0.5493 5.3525
H 0.7401 0.7468 4.2177
H -0.3598 -0.6283 4.0426
H -3.0422 1.2211 4.9597
H -3.2793 0.0166 3.6749
H -3.7638 1.6982 3.4089
H -1.2208 3.0762 4.9972
H -1.7843 3.8093 3.4794
H -0.0681 3.4385 3.6947
C 1.9436 -0.9332 -3.7954
N 0.6247 -0.5632 -3.3158
N 0.4260 -0.1850 -2.0023
C -0.7726 0.5005 -1.9146
O -1.2581 0.8568 -0.8139
C -1.2607 0.6117 -3.2352
C -0.3715 -0.0334 -4.0583
C -0.3789 -0.1805 -5.5367
C 1.0195 -0.8845 -0.9170
C 1.5348 -0.1699 0.1561
C 2.0627 -0.8546 1.2418
C 2.0866 -2.2408 1.2527
C 1.5823 -2.9489 0.1711
C 1.0420 -2.2758 -0.9124
H 2.5173 -1.3649 -2.9822
H 2.4825 -0.0661 -4.1833
H 1.8463 -1.6760 -4.5840
H -2.1778 1.0952 -3.5220
H -1.2478 0.3168 -5.9575
H -0.4136 -1.2343 -5.8166
H 0.5200 0.2542 -5.9770
H 1.5541 0.9118 0.1212
H 2.4828 -0.2987 2.0698
H 2.5038 -2.7736 2.0966
H 1.5943 -4.0307 0.1706
H 0.6285 -2.8263 -1.7479
*
```

Output
**E_tot**: -29376.634 eV
**Energy above the lowest of the compared OMol25 structures with the same formula, charge and spin**: 1.0 kcal/mol
**HOMO-LUMO gap**: 9.58 eV
**Lowest unoccupied orbital energy**: -2.11 eV

Atomic partial charges in e from the Löwdin method, atoms 1 to 5: 0.5824, -0.2896, 0.7275, -0.2946, -0.2884